# 1
Below is a molecular structure, C27H42BrCoN12OSe, with properties calculated with ωB97M-V/def2-TZVPD.

Results
Maximum force in eV/A: 0.2
Calculated total energy in eV: -221613.5686
LUMO energy (spin up / spin down) in eV: -5.640 / -5.641
Kohn-Sham gap (spin up / spin down) in eV: 6.804 / 6.803
Energy above the lowest of the compared OMol25 structures with the same formula, charge and spin in kJ/mol: 11.37
Charge: +2

Each line ends with the Löwdin charge.
CARTESIAN COORDINATES (ANGSTROEM)
H 2.3403 -0.3543 2.8194  0.072
C 3.9701 -2.2657 1.7579  -0.032
H -0.1012 -4.0015 -3.7217  0.077
H -5.0683 2.6935 -6.2417  0.119
C 0.9583 -1.0144 0.2078  -0.345
H -1.4893 4.6207 -4.8609  0.121
H 2.5259 -1.7020 3.9440  0.090
N 2.9983 3.1630 -0.0341  0.173
H -2.2621 -0.6041 0.5558  0.086
H 0.9754 2.7301 6.0051  0.101
C 0.7110 -1.9357 -2.0749  -0.071
N -2.8846 -1.5226 2.7383  0.204
H 0.2468 2.6233 2.6852  0.076
H 3.8123 -4.6739 -1.9984  0.092
H 4.4508 -2.4444 2.7213  0.093
H 0.9712 -3.8506 2.4818  0.090
H -5.5991 1.8810 -3.9667  0.122
C 1.7971 -2.1003 0.5319  -0.073
C -2.3692 4.0236 -4.6660  0.009
C -3.2542 3.6893 -5.6715  -0.050
C -4.7075 2.4623 -4.1559  0.015
C 1.9013 -4.0282 -2.8377  -0.557
H 1.7653 5.6564 -1.4811  0.109
N -0.3889 1.6571 4.8643  -0.120
H -5.7889 2.3526 -1.1121  0.114
H 2.5026 -3.9538 3.3612  0.092
C 2.0347 -1.3795 3.0239  -0.062
H 4.3521 -3.0045 1.0538  0.085
H 2.5912 1.2354 0.7754  0.125
H 2.8089 -4.0623 -4.8044  0.092
H 1.9013 -2.5876 -4.4862  0.078
H 0.1048 3.7239 4.8247  0.111
C 2.0749 -3.0266 -0.4757  0.034
N 0.8713 3.6708 -0.3270  0.103
C 2.5615 -3.3302 -4.0345  -0.040
H 1.4058 2.6078 4.3148  0.096
C -2.1362 -0.4340 2.4767  -0.425
C 2.8577 -5.0995 -2.3137  -0.057
C 2.2309 2.1636 0.3714  -0.122
H 2.7365 -3.8416 -0.2224  0.097
N 0.9344 2.4592 0.2082  -0.085
H -0.9221 0.1222 6.2347  0.101
C -4.8714 1.7663 -1.1058  0.003
N 2.4696 5.2945 -0.8504  0.165
H 3.3867 5.2381 -1.2797  0.120
H 2.3981 -4.5380 1.7067  0.080
C 2.4432 -2.3490 1.9069  -0.526
C 0.4475 -1.0096 -1.0939  -0.458
H 4.2760 -1.2784 1.4044  0.088
H -3.2357 -2.0887 1.9860  0.128
H -2.1481 1.4167 6.0325  0.108
C -0.7763 1.2736 3.6376  -0.361
C -1.0808 1.1905 6.0667  -0.013
C -2.6784 3.5596 -3.3939  -0.167
H -5.0398 0.8237 -1.6238  0.105
C 1.5682 -2.9871 -1.7699  -0.156
N -0.3776 1.8445 2.5421  0.063
H -0.6586 1.7042 6.9235  0.100
H -1.2049 4.2117 -1.9592  0.139
N -1.6610 0.2126 3.5953  0.197
N 2.1065 4.0313 -0.4451  -0.263
C 2.0554 -3.7584 2.3853  -0.039
C 0.5691 2.7502 4.9989  -0.010
H -1.8927 -0.2025 4.4813  0.128
N -1.9001 -0.0041 1.2858  0.054
N -3.8132 2.5010 -1.7815  -0.056
Se -2.2527 3.0480 0.6085  0.839
H 0.1187 -5.2221 -2.4616  0.092
H 0.8279 -5.4574 -4.0628  0.092
H 3.4826 -2.8281 -3.7340  0.094
Br -0.7319 0.4635 -1.5167  1.031
H -3.0488 -1.8524 3.6727  0.124
H -4.5620 1.5835 -0.0807  0.055
H 0.2652 -1.8380 -3.0559  0.111
H 2.4290 -5.6551 -1.4773  0.090
H 0.9559 -1.3853 3.1908  0.072
C -4.4030 2.9234 -5.4213  -0.047
H -3.0612 4.0299 -6.6792  0.119
N -2.0450 3.6948 -2.1640  0.129
C 0.6069 -4.7144 -3.2954  -0.041
Co -0.5899 1.2811 0.7424  0.051
C -3.8144 2.7980 -3.1457  -0.150
C -2.7422 3.0618 -1.2084  -0.679
H 3.0655 -5.8154 -3.1091  0.094
O 0.6968 -0.0376 1.0766  -0.244

***

# 2
Below is a molecular structure, C27H42CeCl2NP in a non-equilibrium geometry, with properties calculated with ωB97M-V/def2-TZVPD.

Results
Maximum force in eV/A: 5.0
Calculated total energy in eV: -77434.4275
LUMO energy (spin up / spin down) in eV: -0.257 / -0.257
Kohn-Sham gap (spin up / spin down) in eV: 5.644 / 5.648

Each line ends with the Löwdin charge.
CARTESIAN COORDINATES (ANGSTROEM)
H 2.1965 0.6013 -0.9191  0.089
C -0.0009 -0.0289 7.3250  -0.020
C -3.7229 0.6962 -2.5620  -0.198
C -1.8698 -1.2925 -1.3514  -0.196
H 2.3722 -6.5285 1.9274  0.088
H -2.1911 2.8024 0.1640  0.103
H 0.7423 -1.9890 -1.5760  0.109
H 2.4565 0.4060 -4.5778  0.106
C 2.8907 -1.7614 -1.8689  -0.189
H 0.8968 0.5109 7.6719  0.106
C 1.5785 -1.4030 -1.1681  -0.195
H 1.6353 -1.6395 -0.0962  0.065
C 0.4220 -5.5710 1.8720  -0.114
C -1.7723 0.2162 -1.0785  -0.430
H -4.0697 1.2760 -3.4215  0.107
H 0.3371 5.1821 1.8085  0.113
C 1.3161 0.1015 -1.3636  -0.439
C -0.2937 -4.3775 1.8367  -0.049
H 3.0889 -2.8342 -1.7794  0.112
H 3.3143 0.7655 -3.0914  0.115
C 1.3077 3.1231 0.0764  -0.229
H -0.2101 2.9510 -1.4369  0.110
C 0.1769 5.3076 0.7292  -0.200
H 0.3640 -0.0318 -3.2947  0.108
H -1.3802 -4.3697 1.8310  0.101
H -3.9349 -1.4960 -0.7738  0.118
C -3.8715 -0.8025 -2.8254  -0.204
H 2.1310 2.6919 -0.5134  0.107
H -2.2343 2.1519 -1.9713  0.097
Cl 2.5454 0.5664 1.9911  0.081
C 1.8236 -3.1475 1.9391  -0.083
H 3.7093 -1.2535 -1.3417  0.118
H 0.1723 6.3835 0.5273  0.107
H -0.9089 0.5096 7.6473  0.107
H -0.0068 -1.0536 7.7277  0.105
C 2.5131 -4.3432 1.9534  -0.102
H 3.8361 -1.5523 -3.8088  0.107
C 0.0317 -0.0887 5.8783  -0.110
H 1.0085 1.5842 -2.9369  0.110
H 2.1163 -1.9361 -3.8602  0.114
H -3.4057 -2.7133 -1.9186  0.110
C 2.5217 0.1411 -3.5203  -0.201
Ce -0.0069 0.2810 2.4331  0.167
H -1.0809 2.8826 1.5243  0.065
H 1.4934 2.7986 1.1125  0.049
H -3.3043 -1.0487 -3.7304  0.113
Cl -2.5774 0.5581 2.3814  0.071
C 1.3300 4.6508 -0.0367  -0.195
H 3.6085 -4.3495 1.9932  0.099
C -1.2018 3.1837 0.4669  -0.230
H -0.1201 -6.5247 1.8585  0.096
C -3.3276 -1.6504 -1.6743  -0.192
H 1.2396 4.9027 -1.1017  0.115
H -4.3648 0.9887 -1.7222  0.117
H -2.4361 0.3934 -0.2070  0.055
C 1.8302 -5.5834 1.9192  -0.106
H -1.3989 4.9630 -0.7033  0.117
H -1.2281 -1.5710 -2.2028  0.107
H -1.5187 -1.8475 -0.4668  0.090
H -1.9768 5.1473 0.9581  0.112
H -1.3655 -1.9421 1.7500  0.015
N 0.0846 -0.0714 4.7125  0.047
C -2.2755 1.0833 -2.2315  -0.205
C -0.2515 -1.8572 1.7262  -0.294
C -1.1814 4.7119 0.3438  -0.193
C 0.4001 -3.1189 1.8187  -0.336
C -0.0622 2.6080 -0.3938  -0.446
C 2.8717 -1.3363 -3.3395  -0.201
H 2.2932 5.0402 0.3092  0.111
C 1.2046 0.5050 -2.8272  -0.212
H -4.9197 -1.0505 -3.0230  0.108
H -1.6324 0.9388 -3.1124  0.108
H 2.3636 -2.1865 2.0261  0.067
P -0.1210 0.7460 -0.4115  1.030

***

# 3
Below is 3 unconnected molecules or ions with the total composition C27H42Cl2F2N3O14S3 in a non-equilibrium geometry, with properties calculated with ωB97M-V/def2-TZVPD.

Results
Maximum force in eV/A: 4.7
Calculated total energy in eV: -124794.8518
LUMO energy in eV: 1.481
Kohn-Sham gap in eV: 6.207
Charge: -1

Each line ends with the Löwdin charge.
CARTESIAN COORDINATES (ANGSTROEM)
O -9.2687 -1.4172 7.9478  0.175
C -8.0330 -1.9165 4.8710  -0.333
H -7.0823 -1.3769 4.8783  0.160
O -1.0000 -0.6510 -0.7792  -0.191
H 2.5425 1.8960 -3.6156  0.079
H 2.6658 -3.4552 -1.4024  0.073
C 3.1662 -0.0538 1.2141  -0.323
O 0.3320 -2.6391 -1.8451  -0.298
H 6.2105 1.4808 1.3342  0.057
O -4.2608 -0.8438 4.1729  -0.378
O 0.4514 -2.2272 0.4444  -0.285
H -2.6239 1.9908 -1.4116  0.126
H 3.7707 -0.9568 -2.1480  0.104
H 3.5497 1.1208 -2.4109  0.102
H 2.5861 -1.3938 2.5759  0.099
C -0.6458 5.8403 -3.3262  -0.180
C 2.5505 1.6223 -2.5164  -0.286
H -3.6735 -1.6828 -2.2980  0.109
H 1.9912 1.4485 0.2018  0.130
H -4.4867 1.4583 2.6906  0.111
C 7.4808 -3.3795 2.7866  -0.322
H -1.8977 4.1797 -3.9642  0.068
N -2.3842 -3.1335 -2.9030  0.096
C 2.9566 -1.3142 -1.4626  -0.196
C -0.5207 1.8270 -3.6600  -0.407
H 3.8778 -2.8070 -0.0599  0.063
O -0.0875 3.5510 -1.2868  -0.042
H -1.6135 2.0807 -3.6836  0.085
H -8.7504 -3.9525 5.0729  0.145
H -2.2118 -0.2083 -3.9493  0.117
H 4.7841 2.6025 -1.5073  0.063
H -6.9979 -3.7732 5.2823  0.143
F 7.8668 -4.3462 3.6584  0.069
C -0.2043 2.3301 -1.0931  -0.606
O 7.8983 -2.7744 -0.4836  0.180
Cl 1.6389 -0.4839 -3.7767  0.747
C 6.1054 -3.6475 2.2495  -0.059
H 1.0377 0.1565 0.9084  0.120
H -5.3493 0.6160 1.3659  0.088
H 5.3258 -3.1601 2.8338  0.138
O 6.1796 -3.0974 0.9372  0.049
H 4.2351 3.8186 -2.7066  0.082
Cl -5.7275 -2.2528 2.0146  0.355
H -1.1539 6.7687 -3.7099  0.063
H -3.1950 -3.6606 -2.5584  0.045
C -1.2640 0.1964 -1.9167  -0.355
O 8.2927 -3.4587 1.6326  0.131
H -0.3933 1.0870 -4.4893  0.052
C -3.1741 0.8916 0.9982  -0.217
C 1.7588 -0.3800 -1.0711  -0.359
H 3.0634 0.6213 2.1155  0.144
C -7.9626 -3.2975 5.4524  -0.061
C -3.4617 0.2697 -0.4075  -0.191
O -8.1788 -3.0506 6.8406  0.073
F -8.5377 -1.9411 3.6115  0.044
H -3.4218 -0.8391 -0.3274  0.098
C -2.6614 -1.8986 -2.7266  -0.222
C 7.4938 -3.0819 0.5881  -0.540
H 0.4505 6.0377 -3.2550  0.064
N 2.6330 2.8510 -1.7440  -0.112
O -0.5315 1.9802 0.1172  -0.070
C -1.6642 -0.7581 -3.1376  -0.122
O -8.9608 -1.2612 5.7163  0.136
O 3.1457 -1.3755 1.7867  -0.067
H 5.8805 -4.7144 2.1837  0.148
H 2.1189 3.6069 -2.2056  0.058
H -1.1232 4.9907 -5.3568  0.060
C 1.3608 0.6263 -2.2885  -0.488
O -2.9661 -1.6886 2.3988  -0.340
C -2.6520 0.8954 -1.5984  -0.105
C 3.1933 -2.5951 -0.9282  0.025
S -4.2132 -1.0229 2.7192  0.377
C -0.0885 1.2332 -2.2555  -0.251
H -1.0635 5.6578 -2.3115  0.060
C 4.5990 0.3429 0.6707  -0.202
H -3.0825 2.0060 0.8999  0.126
C 1.9681 0.3304 0.3032  -0.092
H -3.3520 0.8098 -2.4762  0.115
H 4.3960 0.8806 -0.2912  0.082
H 5.2392 -0.5496 0.4673  0.108
C -0.9409 4.6541 -4.3066  -0.509
H -4.5454 0.5046 -0.6249  0.116
H -2.2073 0.5631 1.4511  0.117
H -0.8342 -1.3009 -3.6277  0.070
H 7.5997 -2.3978 3.2515  0.174
H 5.2511 0.9214 2.5334  0.059
S 0.3307 -1.5686 -0.8595  0.706
S 0.3512 3.3264 -4.2585  0.861
C -4.3973 0.6316 1.9538  -0.245
C 4.0188 3.3913 -1.6792  -0.116
N 5.2352 1.3266 1.5907  -0.013
C -8.8461 -1.8672 6.9342  -0.542
H 4.1082 4.2299 -0.9553  0.081

***

# 4
Below is 2 unconnected molecules or ions with the total composition C27H42F3NO9S in a non-equilibrium geometry, with properties calculated with ωB97M-V/def2-TZVPD.

Results
Maximum force in eV/A: 4.5
Calculated total energy in eV: -67583.6624
LUMO energy in eV: 0.113
Kohn-Sham gap in eV: 9.802
Energy above the lowest of the compared OMol25 structures with the same formula, charge and spin in kJ/mol: 0.00
SMILES: COCCCCCCCC[C@@]1(C)OS(=O)(=O)[C@H](CCO)[C@H](CC(=O)O)[C@@H]1c1cccnc1.CCOC(=O)C(F)(F)F

Each line ends with the Löwdin charge.
CARTESIAN COORDINATES (ANGSTROEM)
H -0.1778 3.0020 1.3060  0.144
H 1.0616 0.9791 4.0928  0.097
C -3.8731 -4.6297 -4.1302  -0.233
H -2.8291 -0.0021 -0.1483  0.109
H -1.8021 -1.0900 -1.0296  0.101
C -2.6894 -2.4522 -4.6193  -0.205
O -2.9428 3.3384 4.0204  0.094
H -4.7988 -4.9192 -1.9147  0.083
C -2.5969 -0.9494 -4.2021  -0.189
H 4.6991 2.1767 -1.3557  0.081
F 10.6682 1.8421 0.3294  0.164
H -2.8762 -2.5763 -5.6868  0.109
C -1.2514 1.1544 1.4385  -0.134
O 2.8625 0.2706 0.3359  -0.263
H -1.4921 1.9495 -1.2685  0.115
H -6.3205 -4.2318 -2.4548  0.087
H -2.5788 -0.3663 -5.1268  0.110
H -3.9368 1.2636 1.3840  0.130
O -1.9946 4.4797 2.3072  0.121
H 5.7884 0.7928 -1.2235  0.082
H -1.9078 1.7931 0.8377  0.130
S 1.6836 1.0987 0.3920  0.676
F 10.3080 -0.2537 -0.0310  0.171
C -2.2206 0.5644 2.4723  -0.187
C -4.4067 0.2279 3.2344  -0.049
C -3.8210 -0.4226 4.2924  -0.155
H 1.8306 2.6617 2.0934  0.138
O 1.9643 2.2775 -0.3800  -0.279
H -3.4609 -2.9685 -2.7086  0.107
H 6.4872 3.6758 -0.5006  0.125
C -0.6146 2.8494 3.3278  -0.057
O 3.4491 -0.8559 3.3898  -0.057
N -2.5361 -0.6283 4.4940  0.108
H -6.0894 -6.0226 -2.3860  0.087
C 1.2949 1.7134 2.0423  -0.248
C -3.7775 -3.1333 -3.7429  -0.190
H -0.2210 -1.4390 2.0173  0.059
H -0.9457 -1.5138 -2.8567  0.102
O 7.8387 2.2132 -0.0916  0.034
C -0.5415 -1.3456 0.9823  0.007
H -1.4771 -1.9020 0.8897  0.098
H -3.7079 3.1105 3.4769  0.109
C -3.5692 0.7369 2.2568  -0.031
H 0.1630 -1.8526 0.3170  0.109
H -3.4117 -0.6613 -3.5365  0.101
C 1.7606 0.8847 3.2592  -0.115
C 2.0774 -0.6151 3.0814  -0.263
O 8.4289 0.7705 -1.7104  0.171
H 2.6810 1.3325 3.6395  0.127
C 6.7433 2.6949 -0.8971  -0.190
O -5.1906 -5.1170 -3.9670  -0.188
H -4.7072 -2.5959 -3.9485  0.120
C -1.9087 3.6348 3.1784  -0.467
C 5.5484 1.7716 -0.8075  -0.062
H -0.5887 2.1983 4.2011  0.112
C -1.2097 -0.7185 -3.5613  -0.225
H -0.6670 -0.2477 3.6871  0.102
C -5.6259 -5.0621 -2.6220  -0.119
H 1.8791 -1.0255 2.0938  0.083
H -5.4815 0.3364 3.1761  0.111
H 1.4964 -1.1921 3.8123  0.116
H -3.5475 -4.7147 -5.1666  0.118
C -0.7288 0.0887 0.4361  -0.415
C 9.7255 0.8880 0.3253  -0.546
H 3.8850 -1.1878 2.5997  0.087
C -1.0038 0.6866 -2.9987  -0.192
C -1.7351 -0.1059 3.5685  -0.095
H -1.7411 -2.9348 -4.3583  0.105
H -2.8605 1.2039 -2.0473  0.109
C -1.8562 -0.0726 -0.6407  -0.117
H -4.4928 -0.8168 5.0551  0.112
H -3.1646 -5.1771 -3.4892  0.124
H 0.0568 0.8347 -2.7772  0.103
H -0.4902 -0.8306 -4.3823  0.117
O 0.4265 0.4562 -0.3503  -0.170
C 8.5831 1.2592 -0.6308  -0.403
C -0.2026 2.1643 2.0123  -0.219
H 0.1609 3.6082 3.4979  0.145
H 5.2525 1.6111 0.2288  0.076
F 9.2927 0.7452 1.5842  0.164
H 7.0657 2.8374 -1.9283  0.125
C -1.8259 1.0159 -1.7353  -0.165
H -1.2657 1.4360 -3.7538  0.116

***

The highest maximum force belongs to which entry?
C27H42CeCl2NP